(1)
A molecular structure, C32H74Br6N6O20P2. Source: the Open Molecules 2025 dataset; level of theory: the ωB97M-V functional and the def2-TZVPD basis.

Calculated values
E_LUMO   -0.22 eV
Total energy   -19223.88537 a.u.

XYZ file:
```
140
Properties=species:S:1:pos:R:3:lowdin_charge:R:1
C 1.0646 -0.7437 -7.7524 -1.545
Br -0.7973 -0.6969 -7.1617 0.559
Br 1.4391 -1.6301 -9.4536 0.663
Br 2.0081 -1.6769 -6.3307 0.559
H 1.5591 0.2194 -7.7149 -0.046
C 3.2886 8.2811 -10.4795 -1.521
Br 3.2457 8.9912 -8.6451 0.547
Br 2.5325 9.6215 -11.7217 0.572
Br 2.1920 6.6844 -10.5934 0.565
H 4.2933 8.0508 -10.8152 -0.045
O -0.2747 1.4792 -14.1484 -0.264
P 0.6426 2.1012 -13.1730 0.527
N 2.2334 1.6567 -13.5212 -0.291
C 2.5232 0.3191 -14.0034 -0.102
C 3.3909 2.3716 -12.9740 -0.110
N 0.3511 1.7327 -11.5911 -0.279
C 1.1611 2.2439 -10.4825 -0.101
C -0.6841 0.7570 -11.2457 -0.113
N 0.7109 3.7662 -13.2976 -0.295
C 1.0769 4.3057 -14.5911 -0.104
C -0.1980 4.5969 -12.5136 -0.109
H 2.9482 0.3420 -15.0129 0.082
H 1.6568 -0.3386 -14.0067 0.075
H 3.3268 -0.0873 -13.3786 0.068
H 3.1925 3.4247 -12.7801 0.054
H 4.1943 2.3200 -13.7092 0.090
H 3.6305 1.9076 -12.0119 0.070
H 1.5618 3.2325 -10.6932 0.061
H 0.6035 2.2155 -9.5436 0.084
H 1.9705 1.5412 -10.2465 0.060
H -1.5186 0.8624 -11.9398 0.073
H -0.3658 -0.2812 -11.2789 0.029
H -1.1255 0.9883 -10.2739 0.078
H 2.1117 4.1296 -14.8941 0.060
H 0.4733 3.8782 -15.3991 0.074
H 0.9704 5.3889 -14.6798 0.084
H -0.3833 4.1705 -11.5300 0.069
H -1.1211 4.6592 -13.1000 0.084
H 0.2590 5.5747 -12.3644 0.025
O 6.1470 8.3935 -12.7484 -0.290
P 6.3410 7.3943 -13.8210 0.578
N 7.5921 7.7506 -14.9266 -0.318
C 7.9249 6.8135 -15.9867 -0.126
C 8.2923 9.0285 -14.9562 -0.106
N 5.0276 7.1652 -14.8733 -0.297
C 4.1253 8.3031 -15.0749 -0.118
C 4.5890 5.9344 -15.5083 -0.109
N 6.6680 5.8147 -13.2740 -0.310
C 7.9975 5.3859 -12.8322 -0.106
C 5.6324 5.1588 -12.4617 -0.112
H 9.0062 6.7905 -16.1342 0.083
H 7.3795 6.9492 -16.9233 0.082
H 7.6925 5.7963 -15.6591 0.062
H 7.9523 9.5879 -14.0819 0.069
H 7.9705 9.6392 -15.8033 0.081
H 9.3627 8.8340 -14.8914 0.080
H 4.6583 9.2526 -15.0257 0.080
H 3.6587 8.2210 -16.0582 0.083
H 3.3168 8.2758 -14.3435 0.043
H 4.2398 6.1047 -16.5256 0.089
H 5.3971 5.2153 -15.3682 0.071
H 3.7446 5.4904 -14.9641 0.050
H 8.6959 5.8429 -13.5344 0.068
H 8.1760 5.7262 -11.8066 0.087
H 8.1727 4.3099 -12.8137 0.084
H 4.6529 5.2113 -12.9377 0.052
H 5.5632 5.6270 -11.4723 0.075
H 5.9433 4.1241 -12.3253 0.082
C -1.3923 -3.0847 -14.7551 -0.033
O -1.6810 -2.1557 -13.7175 0.007
C -2.0960 -2.6675 -12.5794 -0.635
O -2.0574 -3.8343 -12.2851 0.129
O -2.5973 -1.6992 -11.8219 -0.012
C -3.0094 -2.0842 -10.5202 -0.052
H -0.5348 -3.6930 -14.4679 0.096
H -1.2214 -2.5524 -15.6840 0.080
H -2.1883 -3.8080 -14.9382 0.102
H -2.2031 -2.5170 -9.9211 0.084
H -3.7037 -2.9271 -10.5169 0.096
H -3.4238 -1.2143 -10.0240 0.093
C 1.3616 10.6120 -15.1383 -0.034
O 0.8310 9.3078 -15.3786 -0.035
C -0.4408 8.9578 -15.1708 -0.621
O -1.3092 9.6692 -14.7509 0.142
O -0.5683 7.7277 -15.6260 -0.015
C -1.7916 7.0246 -15.4997 -0.033
H 0.9452 11.3000 -15.8707 0.102
H 2.4372 10.4759 -15.1630 0.073
H 1.0613 10.9029 -14.1296 0.073
H -2.5660 7.5764 -16.0455 0.101
H -2.1629 6.8496 -14.4927 0.098
H -1.5916 6.1494 -16.1173 0.083
C 1.0069 -0.8328 -17.4733 -0.023
O 2.3087 -1.4182 -17.5758 0.013
C 2.5346 -2.6722 -17.2752 -0.628
O 1.7153 -3.4480 -16.8476 0.115
O 3.7752 -2.9822 -17.6423 0.004
C 4.1442 -4.3618 -17.6806 -0.033
H 0.1922 -1.4833 -17.8034 0.095
H 0.9403 -0.0387 -18.2107 0.086
H 0.7506 -0.5523 -16.4554 0.085
H 4.9789 -4.4007 -16.9812 0.095
H 4.4751 -4.5830 -18.6948 0.093
H 3.3865 -5.0994 -17.4278 0.092
C -5.9353 -1.3835 -18.0398 -0.018
O -5.4850 -0.1942 -17.3620 -0.001
C -4.3628 -0.3001 -16.6645 -0.617
O -3.6473 -1.2734 -16.5913 0.112
O -4.1515 0.8599 -16.0510 0.011
C -2.9527 1.0168 -15.2942 -0.058
H -6.6136 -1.8493 -17.3225 0.099
H -5.0911 -1.9684 -18.3847 0.092
H -6.5980 -1.0507 -18.8365 0.091
H -2.0531 1.0394 -15.8999 0.056
H -2.8184 0.2957 -14.4893 0.085
H -3.0391 1.9797 -14.7954 0.093
C 4.6613 -0.9447 -10.2323 -0.089
O 5.4349 0.2024 -9.9174 0.016
C 4.9033 0.9827 -8.9617 -0.609
O 4.0364 0.7208 -8.1801 0.107
O 5.5187 2.1560 -9.0537 0.003
C 4.8483 3.2755 -8.4847 -0.028
H 5.2312 -1.8592 -10.4068 0.099
H 3.9660 -0.8365 -11.0618 0.065
H 4.1219 -1.2467 -9.3354 0.025
H 5.1662 4.2345 -8.8891 0.087
H 5.1411 3.2781 -7.4321 0.102
H 3.7715 3.1974 -8.6275 0.090
C -1.3345 2.4904 -18.1766 -0.019
O -1.7850 3.6444 -18.8928 0.033
C -1.0997 4.7374 -18.6735 -0.629
O -0.0844 4.8835 -18.0373 0.115
O -1.6571 5.7130 -19.4176 -0.007
C -0.9677 6.9672 -19.4430 -0.031
H -1.5864 2.6596 -17.1312 0.083
H -0.2684 2.2989 -18.2833 0.093
H -1.8491 1.5843 -18.4873 0.099
H -0.0276 6.9172 -19.9893 0.099
H -0.8505 7.3298 -18.4245 0.081
H -1.6072 7.6405 -20.0095 0.094
```



(2)
11 unconnected molecules or ions with the total composition C32H74O24S6. Source: the Open Molecules 2025 dataset; level of theory: the ωB97M-V functional and the def2-TZVPD basis.

Calculated values
SMILES   O=S1(=O)CCCC1.O=S1(=O)CCCC1.O=S1(=O)CCCC1.O=S1(=O)CCCC1.O=S1(=O)CCCC1.O=S1(=O)OCCO1.OCCO.OCCO.OCCO.OCCO.OCCO
E_LUMO   -0.50 eV
Total energy   -5458.27407 a.u.
Energy above the lowest of the compared OMol25 structures with the same formula, charge and spin   255.3 kJ/mol

XYZ file:
```
136
Properties=species:S:1:pos:R:3:lowdin_charge:R:1
O 3.2377 -3.8365 -0.6394 -0.332
S 4.4147 -3.6564 0.2046 0.700
O 5.2508 -4.7465 0.6360 -0.331
C 5.6237 -2.5890 -0.6719 -0.196
C 4.9530 -1.1860 -0.5254 -0.218
C 4.6260 -1.0150 0.9123 -0.240
C 4.1814 -2.3534 1.5214 -0.189
H 5.7665 -2.9735 -1.6814 0.103
H 6.5872 -2.6926 -0.1740 0.106
H 5.7330 -0.4762 -0.8048 0.117
H 4.1112 -1.0083 -1.1935 0.111
H 3.8111 -0.2966 1.0061 0.090
H 5.4545 -0.7134 1.5531 0.118
H 3.1308 -2.3042 1.8038 0.075
H 4.9066 -2.7419 2.2351 0.097
O -6.1090 1.4842 -0.9849 -0.332
S -6.5864 0.7984 0.1899 0.686
O -7.9001 1.0211 0.7448 -0.337
C -6.3184 -0.9537 0.1214 -0.218
C -4.9105 -1.1466 0.7875 -0.182
C -4.6491 -0.0647 1.8614 -0.217
C -5.3113 1.2431 1.4723 -0.183
H -6.6115 -1.4587 -0.7973 0.100
H -7.1267 -1.2989 0.7692 0.095
H -4.8140 -2.1703 1.1480 0.101
H -4.1796 -1.0775 -0.0193 0.075
H -3.5868 0.1374 1.9970 0.086
H -5.0260 -0.4420 2.8137 0.113
H -4.4417 1.6529 0.9581 0.063
H -5.6620 1.9757 2.1961 0.112
O -1.9564 -0.4391 -1.8433 -0.312
S -1.3493 0.1579 -0.6713 0.720
O -2.0893 1.1808 0.0510 -0.309
C -0.6457 -1.1780 0.3740 -0.152
C 0.8226 -0.6886 0.7647 -0.164
C 1.0772 0.7632 0.1995 -0.189
C 0.2905 0.8555 -1.1489 -0.167
H -0.5033 -2.0721 -0.2319 0.081
H -1.3456 -1.4645 1.1581 0.093
H 1.0224 -0.6879 1.8364 0.082
H 1.5549 -1.3767 0.3402 0.079
H 2.1385 0.9947 0.1253 0.096
H 0.5193 1.4688 0.8158 0.073
H 0.6237 0.1181 -1.8787 0.076
H 0.0870 1.8659 -1.4987 0.083
O 3.1765 4.4073 3.7329 -0.325
S 2.8956 2.9949 3.5711 0.715
O 1.8853 2.4051 2.6638 -0.334
C 4.3839 2.0496 3.2925 -0.215
C 4.5227 0.9739 4.4234 -0.162
C 3.2349 1.0169 5.2794 -0.230
C 2.5971 2.4123 5.2993 -0.187
H 5.1453 2.8180 3.4319 0.097
H 4.3721 1.8455 2.2221 0.080
H 4.6445 -0.0498 4.0709 0.097
H 5.3731 1.2499 5.0454 0.112
H 3.3860 0.6497 6.2951 0.118
H 2.4608 0.3583 4.8850 0.075
H 3.0178 3.0824 6.0479 0.106
H 1.5271 2.3377 5.4912 0.096
O -0.8809 -3.9698 -5.3465 -0.345
S 0.2101 -4.4554 -4.4459 0.732
O 0.2699 -5.8857 -4.1187 -0.341
C 1.9117 -3.8387 -4.9196 -0.167
C 2.2919 -2.6640 -3.9660 -0.208
C 1.1216 -2.3303 -3.0872 -0.223
C 0.1556 -3.5396 -2.9603 -0.241
H 1.7662 -3.5234 -5.9519 0.094
H 2.6646 -4.6108 -4.7719 0.099
H 3.2266 -2.8685 -3.4466 0.099
H 2.4113 -1.7625 -4.5680 0.111
H 0.5558 -1.4533 -3.4035 0.106
H 1.5408 -2.0142 -2.1302 0.085
H -0.8233 -3.2966 -2.5464 0.091
H 0.6039 -4.2488 -2.2613 0.094
O -2.3373 -0.4195 5.2120 -0.239
S -1.0995 -0.0405 4.5145 0.728
O -1.1973 1.1610 3.7028 -0.221
O 0.2364 -0.0420 5.5030 -0.238
C 0.5559 -1.3706 5.8317 -0.180
C 0.5538 -2.0206 4.4391 -0.123
O -0.5223 -1.3449 3.6949 -0.229
H 1.5774 -1.4463 6.2029 0.131
H -0.1881 -1.6215 6.5876 0.136
H 0.4711 -3.1077 4.4237 0.134
H 1.4997 -1.9166 3.9057 0.106
O 5.2941 5.7860 -1.4886 -0.070
C 4.3988 4.9079 -2.1307 -0.239
C 3.9394 3.8652 -1.1130 -0.217
O 5.0458 3.2103 -0.4431 -0.083
H 6.1087 5.2824 -1.4093 0.078
H 3.6511 5.5789 -2.5528 0.126
H 4.9655 4.4622 -2.9505 0.118
H 3.3869 3.0812 -1.6332 0.107
H 3.2110 4.2586 -0.4026 0.120
H 5.4497 3.8567 0.1431 0.074
O -0.7501 5.5038 0.6268 -0.055
C -0.5095 4.4404 1.5398 -0.244
C -1.7193 4.0304 2.3614 -0.226
O -2.6685 3.2845 1.5975 -0.082
H -1.2530 5.2431 -0.1513 0.041
H -0.0708 3.5915 1.0103 0.096
H 0.2337 4.6517 2.3104 0.105
H -2.2061 4.9747 2.6096 0.123
H -1.4752 3.5305 3.2992 0.092
H -2.2524 2.5008 1.2216 0.008
O -2.8087 -3.1140 -1.2194 -0.084
C -3.3638 -4.2811 -0.6920 -0.257
C -2.3244 -5.3345 -0.3735 -0.226
O -1.7500 -5.9071 -1.5597 -0.050
H -3.5422 -2.6342 -1.6240 0.036
H -3.9544 -4.0312 0.1934 0.103
H -4.0925 -4.7604 -1.3504 0.129
H -2.7731 -6.0863 0.2777 0.114
H -1.5496 -4.9045 0.2653 0.113
H -0.8272 -5.6476 -1.5987 0.046
O -4.7053 -1.4791 -2.3989 -0.114
C -5.0641 -1.6626 -3.7792 -0.167
C -3.8366 -1.3005 -4.7162 -0.222
O -3.8847 0.0209 -5.1959 -0.057
H -4.5070 -0.5364 -2.4058 0.084
H -5.3721 -2.6874 -3.9873 0.113
H -5.9239 -1.0750 -4.1052 0.120
H -3.8744 -2.0425 -5.5157 0.110
H -2.8818 -1.4773 -4.2193 0.108
H -3.1736 0.5858 -4.8830 0.058
O -2.3084 5.1126 -1.9446 -0.064
C -2.1917 4.6426 -3.2773 -0.227
C -1.5140 3.3058 -3.5013 -0.215
O -2.3688 2.1649 -3.3112 -0.058
H -3.0091 5.7630 -1.8634 0.100
H -3.2195 4.6104 -3.6431 0.129
H -1.6776 5.4049 -3.8667 0.116
H -0.5746 3.2343 -2.9467 0.099
H -1.0482 3.3542 -4.4865 0.122
H -2.6586 2.1921 -2.3938 0.074
```



- Among the records above, which one has the lowest total energy?
  C32H74Br6N6O20P2



- Which of these has the highest E_LUMO?
  C32H74Br6N6O20P2



- Among the records above, which one has the highest total energy?
  C32H74O24S6